1.
23
Properties=species:S:1:pos:R:3:forces:R:3 method="wB97M-V/def2-TZVPD" multiplicity=1 de_lowest_kj_mol=2.0 e_homo_ev=-3.7 energy_ev=-11571.59713 homo_lumo_gap_ev=7.26 total_charge=-1
C -0.15632 -0.09491 -0.11907 -0.7 0.4 0.5
H -1.72862 0.01852 -1.57091 0.0 0.0 0.0
H -1.92880 1.19322 -0.28870 0.1 0.2 0.0
H 0.60870 0.55828 -1.97286 0.3 -0.2 0.1
H -3.50174 0.67171 1.60898 -0.1 -0.1 -0.1
H -0.02213 0.09602 0.95051 0.1 -0.1 0.0
H 3.02107 0.39576 0.85280 -0.8 0.0 -0.3
H 3.91172 1.36418 1.61336 0.1 0.1 0.0
C -2.56482 -0.77445 0.25052 -0.6 -0.6 1.5
H -3.49322 -1.04953 -0.26041 0.0 0.5 -0.2
C -2.88689 -0.23438 1.66112 0.2 0.9 0.0
H -2.12784 -1.75186 0.46217 0.5 -0.1 -0.4
H -1.97061 0.10445 2.15016 0.2 -0.1 -0.1
H 0.74185 1.80282 -0.77444 -0.4 0.0 0.3
O 2.14722 0.33912 -0.55934 0.5 -0.2 -0.1
H 3.44937 -1.39903 -2.35166 0.0 -0.1 -0.2
H -3.34401 -0.91195 2.38000 -0.2 -0.3 -0.3
O 3.42188 0.55125 1.74584 0.4 0.0 0.4
C 0.87892 0.70306 -0.89125 0.3 0.2 -0.5
C -1.62637 0.16469 -0.48867 0.3 -0.6 -0.5
O 3.74926 -0.49665 -2.48433 0.2 0.0 0.6
H 3.37120 -0.09493 -1.63697 -0.5 0.2 -0.7
H 0.05021 -1.15539 -0.27685 0.1 0.0 -0.1


2.
25
Properties=species:S:1:pos:R:3:forces:R:3 method="wB97M-V/def2-TZVPD" multiplicity=1 de_lowest_kj_mol=0.0 e_homo_ev=-5.6 energy_ev=-15669.14619 homo_lumo_gap_ev=9.13 total_charge=-1
O 0.57846 1.44139 -1.28790 -0.1 0.1 -0.1
H 0.25116 -2.29806 -1.28694 0.1 -0.2 0.0
C 0.27013 1.06324 2.99557 0.7 0.0 -0.5
C 0.01485 0.50954 1.58790 -0.3 -0.6 1.0
H 0.25257 -1.59059 2.04543 0.0 0.1 0.0
O -0.26442 -3.03542 -1.66726 -0.2 0.3 -0.1
H -1.02070 1.38201 -1.95568 0.0 0.1 0.0
H -0.60512 -2.59122 -2.45920 0.1 -0.1 0.0
O -0.12132 -0.74523 -3.76871 0.2 0.0 0.0
H -0.61575 1.02248 3.62685 -0.1 0.2 0.0
O 1.20573 -0.70928 -1.30612 0.2 0.3 0.1
C 1.29826 0.50338 0.77532 0.3 0.3 -1.2
H -0.75787 1.12784 1.13235 0.2 0.2 -0.3
H 0.67671 2.07394 2.88075 -0.4 0.1 0.3
H 1.07334 0.50304 3.48974 -0.2 -0.2 0.0
H -1.38083 -1.06037 2.34684 -0.1 0.3 -0.2
H 1.87957 1.42744 0.85820 -0.2 0.1 0.4
C -0.53431 -0.92472 1.66870 0.5 -0.2 -0.1
H -0.76188 -0.05261 -3.56916 0.0 0.0 0.0
O -1.95853 1.50490 -2.24632 0.1 -0.1 0.0
H -0.78427 -1.28575 0.67025 -0.2 -0.1 0.1
H 0.57654 -0.62253 -3.08443 -0.4 -0.1 0.0
C 1.01675 0.40284 -0.74729 -0.2 -0.5 0.4
H 1.94079 -0.32992 1.05523 0.0 -0.1 0.2
H -2.22984 2.28365 -1.75413 0.0 0.0 0.0


3.
39
Properties=species:S:1:pos:R:3:forces:R:3 method="wB97M-V/def2-TZVPD" s_squared=2.01 multiplicity=3 e_homo_ev="1.4 / 1.4" energy_ev=-109694.87006 homo_lumo_gap_ev="2.56 / 2.56" total_charge=-2
C 3.18259 3.01204 -2.55731 2.1 -1.5 0.0
H 1.24527 2.07623 -2.93957 -0.3 -0.1 -0.5
N -2.99899 1.41257 0.34728 -5.6 -5.2 1.7
N -2.41413 -1.70081 1.20019 -1.9 -1.4 -0.7
H -2.79260 0.42943 0.24269 -0.1 0.0 0.1
H -3.96388 1.70177 0.42115 0.2 -0.4 -0.1
C -1.76353 -0.89347 1.99987 4.8 1.4 -2.8
F 0.07484 -1.89754 -2.76199 0.1 -0.3 -0.1
N -2.52155 3.46342 -0.03217 -1.0 4.4 -0.6
C 1.90985 2.08760 -2.07569 0.9 -0.9 -0.7
H -1.90752 -1.96930 0.36871 -0.1 -0.9 -0.2
H 1.33055 2.54924 -1.27607 0.2 0.7 0.2
O -0.64004 -0.47065 1.61790 -3.0 -0.9 3.1
H 2.88012 -2.12204 2.75929 0.2 -0.2 -0.3
N 2.75914 -2.83339 2.05257 1.9 -0.7 3.9
H -2.13361 0.19692 3.69180 0.4 -0.3 -0.4
F -0.64259 -0.61534 -1.07650 -0.4 2.3 0.9
O 2.03755 -1.40163 0.50447 0.6 0.5 -0.2
H 1.83390 -3.50818 -0.81906 -0.2 0.8 0.1
O 4.28635 2.44146 -3.25336 -1.9 0.4 0.7
H 2.51975 -4.50483 0.26832 0.2 0.4 0.6
Pd 0.72156 0.38999 0.18817 3.4 1.6 -0.9
N 2.10783 -3.59031 0.14961 -0.4 -3.2 -3.6
F -0.83030 -2.81394 -0.88104 0.0 -1.2 1.0
Br 2.13201 1.91745 1.93970 -0.3 -0.2 0.1
H 2.84039 3.89927 -3.09007 -1.5 0.1 -1.1
H -3.51559 3.63947 -0.00105 0.3 0.0 -0.1
N -2.42294 -0.54481 3.07034 -1.6 1.2 3.7
F -2.13575 -1.66435 -2.29311 -1.3 0.0 -0.4
H -3.24724 -1.06067 3.34330 0.2 0.3 -0.1
C -2.10947 2.22495 0.02455 7.6 0.1 -1.1
O 2.07152 0.69785 -1.65816 -0.4 1.8 0.6
C 2.37420 -2.50489 0.85613 -2.2 1.7 -1.3
B -0.86056 -1.72278 -1.74665 0.3 -2.0 -2.8
O -0.92369 1.83430 -0.11829 -2.1 2.3 -0.4
H 3.14025 -3.76528 2.13280 0.0 0.5 0.7
H -1.99324 4.18580 -0.50030 0.3 -0.4 0.2
H 3.56425 3.60365 -1.72520 0.2 -0.4 1.5
H -3.19470 -2.17918 1.62676 0.1 -0.4 -1.0


4.
29
Properties=species:S:1:pos:R:3:forces:R:3 method="wB97M-V/def2-TZVPD" multiplicity=1 e_homo_ev=-10.4 energy_ev=-148927.62451 homo_lumo_gap_ev=2.22 total_charge=+1
H -0.17082 0.17101 1.81086 -1.7 1.3 -0.5
C -2.49340 -0.57166 0.57935 -0.5 -6.9 -0.9
H 4.14961 -0.66525 -1.94139 -0.3 0.1 0.6
N -3.04938 -0.64912 -0.83197 1.7 1.0 1.4
H 1.46158 0.48492 -2.89248 0.4 0.9 2.4
C 1.61375 0.86494 -1.77063 -1.5 1.0 -0.4
H -2.36544 -0.29274 -1.54832 -0.8 -0.1 1.1
H 1.78185 -1.29956 1.80312 0.2 -1.2 -0.1
C -0.80824 1.08736 1.45886 2.5 2.0 -0.1
Ga 3.01442 -0.32938 -0.82997 0.9 1.1 -1.4
H 1.09244 -2.88111 -0.90797 1.1 -0.2 0.6
H -0.71899 1.11470 -1.83830 1.7 -0.7 1.5
H -0.78201 1.86983 2.35910 0.0 -1.2 -1.0
H 3.28275 -3.32690 -0.06561 -1.0 0.2 -0.4
C -0.04527 1.87431 0.20202 -0.4 -0.4 0.0
H 1.99181 1.98538 -1.79091 -0.7 -2.2 -0.2
Sn -3.15610 2.34734 2.34734 -0.5 0.7 2.3
N -2.26417 -1.75314 1.25993 -1.2 6.2 -1.8
P 2.17801 -2.38764 -0.05104 -0.1 0.3 0.6
H -3.25610 -1.62850 -1.12924 0.2 1.1 0.9
Br 3.98053 0.85500 1.10668 -0.7 -0.5 -0.5
N -2.26717 0.79207 1.19162 0.9 -2.3 -1.1
C 0.13756 0.83865 -1.05516 -0.3 -0.3 -0.5
H -0.76439 2.77210 -0.11392 1.5 -1.7 0.6
H -0.02854 -0.28580 -0.69093 0.1 2.4 -0.6
H -2.67247 1.56950 0.61591 1.0 -1.5 -2.3
H 1.00526 2.33061 0.53497 -2.4 -1.2 -0.4
H -2.49838 -2.58624 0.67657 0.4 1.1 0.2
N 1.65130 -2.30065 1.51150 -0.5 1.1 0.0


5.
26
Properties=species:S:1:pos:R:3:forces:R:3 method="wB97M-V/def2-TZVPD" multiplicity=1 smiles=C[C@@H](I)C[SiH2]CC(N)(N)N e_homo_ev=-9.3 energy_ev=-25893.29993 homo_lumo_gap_ev=9.74
H 1.89576 -0.13996 1.44727 0.1 -0.1 0.2
C 2.80741 -0.84182 -0.39110 0.0 -0.1 0.3
C -0.60455 -0.42318 -0.18900 -0.2 0.7 0.4
H 2.80159 -1.81844 0.08540 0.1 -0.1 0.0
C -2.13400 -0.40711 0.06022 0.1 -0.4 0.1
H 3.78066 -0.68497 -0.84116 0.1 0.0 -0.2
H -0.68624 2.38822 -0.42510 0.0 0.0 0.1
H -3.45427 0.56044 1.20377 0.1 0.2 -0.1
H 0.37038 1.18585 -2.18496 0.0 0.0 0.0
H -0.39110 -1.17174 -0.94731 0.1 -0.2 -0.1
H -1.91830 0.65862 1.76708 -0.1 0.1 0.0
I 4.39538 0.75878 1.62419 -0.2 -0.1 0.1
N -2.90983 -0.23621 -1.14735 -0.2 0.1 0.0
N -2.56148 -1.70076 0.67348 0.2 0.6 -0.2
N -2.48589 0.70551 0.92397 0.0 -0.4 0.2
H -1.98078 -2.44627 0.30098 -0.1 -0.1 0.1
C 1.89524 1.49665 0.06631 0.0 -0.1 0.3
H 2.57490 1.93215 -0.66295 0.0 0.0 -0.2
H -2.73218 -0.97081 -1.81920 0.0 0.1 0.0
C 2.51544 0.23799 0.64445 0.1 0.2 -0.4
H -0.12553 -0.74429 0.73765 0.1 -0.1 0.1
H 2.06415 -0.84695 -1.18689 -0.1 0.0 0.0
H -2.35410 -1.63463 1.66528 0.0 -0.2 -0.1
H 1.81269 2.23374 0.86366 -0.1 0.1 0.0
Si 0.17899 1.23276 -0.71109 0.1 -0.2 -0.5
H -2.75434 0.67642 -1.55758 0.1 -0.1 -0.1


6.
23
Properties=species:S:1:pos:R:3:forces:R:3 method="wB97M-V/def2-TZVPD" multiplicity=1 de_lowest_kj_mol=92.1 smiles=[NH3+]CCCCC[NH3+] e_homo_ev=-18.7 energy_ev=-8408.09418 homo_lumo_gap_ev=12.52 total_charge=+2
C 0.65800 -1.41704 0.34944 0.0 0.3 -1.3
H 0.31294 0.99390 -0.45264 0.5 0.6 0.1
H 1.62203 -0.91105 0.28416 0.4 -0.6 0.8
H -1.31121 -0.54645 0.52013 -0.2 -0.1 0.4
N 0.68257 -3.20831 -1.49611 0.1 -0.4 0.1
N -0.65957 3.50042 0.59653 2.0 1.2 0.6
H 0.65735 -2.32570 0.94974 0.2 0.2 0.2
C 0.09593 1.09389 0.62552 0.4 -0.7 -3.1
H -0.01371 3.61777 -0.19722 -0.5 -0.4 -0.5
H -0.61902 -1.53766 -1.45033 -0.4 -0.4 -0.1
H -1.52661 1.66579 1.60693 -1.2 1.6 0.1
C -1.08808 2.07325 0.69764 0.9 -1.3 -0.3
H -1.64170 2.00034 -0.23378 -0.7 -0.7 0.5
H -0.25209 -0.44479 2.00783 -0.6 -0.5 0.0
H 1.65416 -3.40388 -1.75412 0.1 0.4 0.0
H 0.50319 -3.83782 -0.70728 -0.3 0.0 -0.1
H 0.11618 -3.51590 -2.29035 -0.1 -0.1 0.0
H -1.35207 4.24827 0.48232 -0.5 -0.5 0.2
C -0.30856 -0.38126 0.91894 0.2 0.9 1.0
C 0.38506 -1.78257 -1.14365 0.5 1.2 0.6
H 0.00264 3.84217 1.30957 -0.6 -0.4 0.7
H 1.03018 1.41289 1.08544 -0.2 0.0 0.5
H 1.05239 -1.13625 -1.70871 -0.1 -0.4 -0.5